# 1
{
  "formula": "C58H70BF10N10O7P2S3",
  "method": "ωB97M-V/def2-TZVPD",
  "symbols": ["S", "S", "S", "P", "P", "F", "F", "F", "F", "F", "F", "F", "F", "F", "F", "O", "O", "O", "O", "O", "O", "O", "N", "N", "N", "N", "N", "N", "N", "N", "N", "N", "C", "C", "C", "C", "C", "C", "C", "C", "C", "C", "C", "C", "C", "C", "C", "C", "C", "C", "C", "C", "C", "C", "C", "C", "C", "C", "C", "C", "C", "C", "C", "C", "C", "C", "C", "C", "C", "C", "C", "C", "C", "C", "C", "C", "C", "C", "C", "C", "C", "C", "C", "C", "C", "C", "C", "C", "C", "C", "B", "H", "H", "H", "H", "H", "H", "H", "H", "H", "H", "H", "H", "H", "H", "H", "H", "H", "H", "H", "H", "H", "H", "H", "H", "H", "H", "H", "H", "H", "H", "H", "H", "H", "H", "H", "H", "H", "H", "H", "H", "H", "H", "H", "H", "H", "H", "H", "H", "H", "H", "H", "H", "H", "H", "H", "H", "H", "H", "H", "H", "H", "H", "H", "H", "H", "H", "H", "H", "H", "H"],
  "positions_angstrom": [[2.2376, 6.4230, -2.6958], [-2.4390, 2.6065, 1.3994], [1.4220, 2.1453, -1.9988], [1.7652, 5.4951, -1.0586], [1.6193, 4.1394, 1.6510], [-0.7644, 0.1543, -2.1122], [-1.3578, 3.2881, -6.1979], [-1.7759, 4.0539, -3.2792], [-2.1552, 3.0963, -1.0532], [-0.1283, 5.2237, -4.7662], [0.6001, 3.9377, -6.7466], [0.4386, 1.9968, -5.8870], [1.3692, 1.1420, -0.8365], [-1.0752, 2.1981, -3.7142], [1.5498, 3.9657, -4.3821], [-2.0011, 5.7173, 1.3565], [2.3268, -2.0132, 2.8928], [1.3080, 1.4203, -3.1934], [2.5902, 2.9235, -1.9100], [-0.7832, 4.6181, 2.9686], [4.5092, -1.7387, 3.3348], [-0.7855, 6.3120, -2.4286], [-8.5305, -11.8368, -6.7955], [-5.5022, -8.0919, -5.3261], [-5.7450, -2.7135, -2.9684], [2.8436, 3.2414, 1.2119], [-0.0710, 3.2226, -1.8586], [-3.2787, -1.5539, -6.0972], [-1.5921, 9.0483, 0.6945], [6.1067, -3.1176, 7.0815], [10.9741, -2.6927, 6.5507], [7.9138, 1.8220, 9.8643], [-6.8592, -5.2655, -3.0786], [-7.2478, -4.3687, -2.0977], [0.2195, 3.9723, -4.4683], [-6.8045, -12.9108, -8.0668], [-0.5445, 0.2480, 1.9598], [6.8424, -1.0299, 8.0032], [6.7380, 3.8431, 9.3314], [-3.2167, -0.4803, -2.5069], [-3.3918, -2.1452, -8.4194], [-6.6633, -3.1126, -2.0892], [0.1288, 10.0769, 2.6291], [-3.2013, 0.1443, -7.7913], [8.6162, 3.9163, 10.7970], [-0.7886, 9.0898, 2.9548], [-3.3779, -2.4614, -7.0696], [-2.9907, 0.9494, -1.9399], [-5.3818, -3.5935, -3.9040], [12.6136, -1.3888, 7.7166], [0.1749, 10.5425, 1.3257], [-6.5008, -8.8076, -4.8087], [0.0049, 4.0555, 0.6107], [-3.1921, -0.2793, -6.4726], [1.5131, -1.1826, 2.0510], [-4.1577, -10.0768, -5.2924], [-0.7000, 2.5853, 0.6345], [-4.3567, -8.7306, -5.5573], [10.0877, -1.7307, 6.7993], [0.0250, 1.6355, 1.5931], [12.2112, -2.5101, 7.0068], [8.7305, 2.5447, 10.6276], [-3.3028, -0.8136, -8.7850], [-9.2896, -12.9138, -6.9868], [-7.3121, -11.8506, -7.3318], [11.6777, -0.3982, 7.9635], [0.5130, -0.4093, 2.8999], [-7.6085, -14.0230, -8.2535], [-1.5605, 0.9592, -1.3360], [-0.7041, 9.9981, 0.4010], [-1.8633, 4.9018, 3.8577], [-8.8788, -14.0284, -7.7024], [6.5481, -2.3811, 8.0991], [-1.6215, 8.6126, 1.9549], [-0.9762, 2.3750, -0.9500], [-5.9073, -4.8737, -4.0037], [-6.4070, -10.1559, -4.5047], [-1.9632, 7.1032, -2.6153], [3.6437, -1.9405, 2.5187], [-0.0830, 3.2111, -5.8419], [5.9455, -2.5057, 5.9096], [0.1026, 4.4826, -0.9549], [7.5972, 4.5764, 10.1328], [-0.6136, 3.3894, -3.2720], [-0.8473, 5.6886, -1.1729], [-5.2079, -10.8015, -4.7540], [6.6691, -0.4104, 6.7750], [6.9381, 2.4755, 9.2330], [10.3857, -0.5683, 7.4957], [6.2118, -1.1599, 5.7028], [-1.0014, 4.8178, 1.6361], [0.0603, 2.1365, 2.5579], [-1.9794, 5.9594, 4.0657], [-1.5979, 4.4502, 4.8119], [-2.7187, 5.3588, 0.8264], [-5.5788, -5.5478, -4.7838], [9.5155, 1.9876, 11.1270], [-3.0942, 1.6116, -2.7887], [3.8615, -2.0588, 1.4476], [-2.8567, 1.3376, 1.2772], [1.0698, 1.4360, 1.3744], [9.3084, 4.4505, 11.4326], [1.0088, -1.8211, 1.3235], [-3.1301, 1.1963, -8.0322], [-0.5577, 6.4707, -0.4665], [9.0882, -1.9083, 6.4178], [-2.8633, -1.2615, -1.8438], [-3.1103, 0.4399, -5.6623], [-1.4527, 0.2805, 2.5478], [-10.2771, -12.8738, -6.5406], [-7.9879, -4.6356, -1.3558], [-2.3509, 7.8431, 2.1596], [-3.7405, 1.0712, -1.1678], [-5.8064, -12.8651, -8.4804], [-2.8026, 4.4448, 3.5693], [-3.3121, -0.5267, -9.8284], [5.5849, -3.1315, 5.1037], [1.3317, 3.7027, 2.9519], [1.9511, 5.4983, 1.8430], [-9.5381, -14.8767, -7.8236], [1.6084, 6.4771, -0.0633], [2.6041, 2.7118, 0.3867], [-4.2858, -0.5842, -2.6658], [0.8756, 11.3106, 1.0302], [-2.7769, -0.5045, -3.4972], [0.7976, 10.4769, 3.3802], [-7.2510, -10.6853, -4.0862], [-2.8094, 6.4543, -2.8526], [2.9138, 4.7662, -0.7548], [0.0204, -1.1534, 3.5193], [13.6330, -1.2960, 8.0653], [-1.7831, 7.7920, -3.4298], [-3.4713, -2.9249, -9.1638], [-0.5969, -0.4329, 1.1136], [-0.7039, 10.3353, -0.6298], [9.6245, 0.1812, 7.6673], [-5.0940, -11.8550, -4.5327], [5.9300, 4.3200, 8.7938], [-0.8565, 8.6990, 3.9613], [12.9114, -3.3091, 6.7881], [-2.1606, 7.6569, -1.6949], [-6.7185, -10.9606, -7.1578], [-7.2503, -14.8730, -8.8201], [6.2881, 1.8616, 8.6185], [-1.7089, 0.3817, -0.4256], [6.0662, -0.7155, 4.7317], [-3.2052, -10.5432, -5.5030], [6.6721, -2.9098, 9.0378], [-7.4226, -8.2637, -4.6331], [7.4746, 5.6468, 10.2376], [-7.2917, -6.2566, -3.1214], [1.0374, 0.3326, 3.4954], [-3.5608, -8.1244, -5.9763], [7.1988, -0.4779, 8.8646], [-4.6312, -3.2455, -4.6058], [-3.4495, -3.4922, -6.7397], [11.9514, 0.4938, 8.5132], [2.1362, -0.4795, 1.4912], [6.8892, 0.6440, 6.6544], [-6.9422, -2.3780, -1.3405], [-1.8912, 5.4350, -1.0122]],
  "mulliken_charge": [-0.290, -0.193, 1.085, -0.048, 0.337, -0.633, -0.220, -0.154, -0.373, -0.268, -0.267, -0.187, 0.026, 0.006, -0.235, 0.184, -0.365, -0.553, -0.677, -0.614, -0.428, -0.002, -0.476, -0.361, -0.253, -0.850, 0.844, -0.260, -0.379, -0.604, -0.522, -0.242, 0.017, -0.732, 0.328, -0.561, -0.692, 0.015, -0.833, -1.560, -0.637, -0.211, -0.308, -0.762, -0.533, -0.494, -0.125, -0.041, 0.000, -0.324, -0.493, -0.161, -0.113, 0.014, -0.414, -0.533, 0.899, -0.186, -0.258, -1.582, -0.275, -0.269, -0.199, -0.229, -0.094, -0.507, -1.121, -0.200, -0.090, -0.245, -0.733, -0.366, -0.457, -0.226, -0.184, -0.385, -0.612, -0.796, 0.167, 0.564, -0.298, 2.206, -0.116, 0.794, -3.680, -0.139, -0.023, 0.077, 0.002, -0.486, -0.575, 0.642, 0.209, 0.313, 0.325, 0.482, 0.409, 0.346, 0.433, 0.263, 0.141, 0.366, 0.316, 0.397, 1.346, 0.456, 0.264, 0.346, 0.774, 0.365, 0.383, 0.542, 0.372, 0.359, 0.277, 0.393, 0.388, 0.090, 0.270, 0.356, 0.120, 0.249, 0.542, 0.411, 0.269, 0.408, 0.346, 0.285, 0.283, 0.433, 0.370, 0.319, 0.364, 0.071, 0.386, 0.315, 0.425, 0.356, 0.377, 0.363, 0.274, 0.477, 0.373, 0.370, 1.009, 0.434, 0.382, 0.377, 0.447, 0.377, 0.230, 0.334, 0.382, 0.381, 0.113, 0.455, 0.386, 0.370, 0.330, 0.358, 0.580],
  "energy_ev": -169433.904,
  "fmax_ha_per_bohr": 0.097,
  "charge": 1
}



# 2
{
  "formula": "C58H78N14O7P",
  "method": "ωB97M-V/def2-TZVPD",
  "symbols": ["P", "O", "O", "O", "O", "O", "O", "O", "N", "N", "N", "N", "N", "N", "N", "N", "N", "N", "N", "N", "N", "N", "C", "C", "C", "C", "C", "C", "C", "C", "C", "C", "C", "C", "C", "C", "C", "C", "C", "C", "C", "C", "C", "C", "C", "C", "C", "C", "C", "C", "C", "C", "C", "C", "C", "C", "C", "C", "C", "C", "C", "C", "C", "C", "C", "C", "C", "C", "C", "C", "C", "C", "C", "C", "C", "C", "C", "C", "C", "C", "H", "H", "H", "H", "H", "H", "H", "H", "H", "H", "H", "H", "H", "H", "H", "H", "H", "H", "H", "H", "H", "H", "H", "H", "H", "H", "H", "H", "H", "H", "H", "H", "H", "H", "H", "H", "H", "H", "H", "H", "H", "H", "H", "H", "H", "H", "H", "H", "H", "H", "H", "H", "H", "H", "H", "H", "H", "H", "H", "H", "H", "H", "H", "H", "H", "H", "H", "H", "H", "H", "H", "H", "H", "H", "H", "H", "H", "H"],
  "positions_angstrom": [[2.8816, -2.1782, 0.8347], [2.5997, -3.0458, 2.3269], [0.5785, 4.4255, 1.6999], [-0.1282, -2.7204, 3.6373], [2.9564, 0.5758, 0.6199], [-6.9986, -5.2937, 0.5507], [4.6016, -2.2151, 0.5482], [2.9441, 0.3868, -1.8730], [0.0501, 0.9259, 1.0879], [2.1859, -0.5028, 0.8389], [-5.2258, -4.1178, 1.9476], [-2.2686, 2.3686, -1.4138], [11.3115, 5.2425, 4.1720], [-11.7653, -4.7941, -3.8682], [0.0430, -1.6455, 1.3659], [12.0668, 1.9516, -0.9508], [4.4115, 1.4993, 6.3676], [2.1936, -2.9071, -0.4760], [-10.0687, -1.9941, -8.0912], [-5.1913, 4.8897, -2.1508], [-8.6417, 0.8566, -3.1212], [1.5733, 3.9139, 4.3413], [13.5820, 3.8282, -0.8499], [-8.0854, -0.2618, -9.0343], [-10.9256, -6.4108, -5.4521], [5.5917, 1.5095, 7.0245], [4.3157, 0.6665, 5.3080], [11.2157, 4.4097, 3.1125], [-12.3341, -5.8166, -3.1934], [-6.5333, -4.1700, 1.1477], [5.3450, -0.1561, 4.8789], [-8.7096, -0.0182, -7.8152], [6.1428, 0.9513, -2.0820], [-9.9843, 0.7618, -3.2355], [7.7918, 1.1369, -1.8824], [-1.0951, -1.8164, 0.3808], [14.4548, 3.0968, -0.0512], [2.3444, 3.3869, 3.1428], [0.6874, -2.1414, 4.7554], [-11.5214, -7.4425, -4.7343], [6.0353, 0.6669, 0.7437], [1.2412, -3.2724, 5.8105], [-10.6432, -0.3806, -3.6608], [7.6583, 0.8001, 0.9329], [-0.5157, -1.5700, 2.7742], [-4.2066, -3.2008, 1.2509], [12.2450, 3.5871, 2.6834], [-1.6351, -3.3593, 0.2416], [-12.2400, -7.1435, -3.5813], [-11.0725, -5.1154, -4.9827], [-7.2105, 4.6926, -4.0764], [13.5787, 4.4704, 4.4737], [5.2438, 0.7363, -0.7281], [-1.2805, 2.7195, -0.2979], [14.1278, 1.7899, 0.2956], [-8.4947, -1.4278, -3.8878], [-8.4576, -1.3757, -9.7794], [-7.3734, -2.7350, 1.0298], [-9.8799, -1.4950, -3.9934], [-2.6909, -3.8341, 1.4022], [-6.3250, 5.7652, -4.0939], [0.4068, 1.8544, 2.2142], [12.4104, 3.2188, -1.2695], [-9.6848, -0.9057, -7.3895], [1.3357, 3.1408, 1.8309], [-6.0670, 3.8608, -2.1582], [6.5487, -0.1217, 5.5748], [8.5554, 1.0678, -0.4209], [-0.0440, 1.5936, -0.2588], [6.6787, 0.7271, 6.6692], [-5.3405, 5.8183, -3.1203], [13.4487, 3.6215, 3.3793], [-7.0814, 3.7190, -3.0915], [12.4917, 5.2527, 4.8290], [-7.9272, -0.2421, -3.4494], [12.9348, 1.2659, -0.1756], [2.6979, -3.9219, 5.4237], [0.8422, -0.3572, 1.0765], [3.5800, 0.5639, -0.7122], [-9.4462, -2.2036, -9.2719], [-0.5898, 2.2697, 2.7134], [9.7186, 1.1939, -0.2711], [11.6954, 3.7492, -1.8917], [1.0037, 1.2287, 3.0321], [1.8261, 3.4070, 5.2205], [14.2786, 2.9920, 3.0717], [7.6038, 0.7776, 7.2321], [5.6424, 2.1855, 7.8735], [5.2114, -0.8074, 4.0226], [-7.9897, -1.5939, -10.7326], [13.8083, 4.8484, -1.1384], [-6.3993, 6.5407, -4.8479], [3.2130, -4.5269, 6.2839], [3.0657, 4.2644, 2.8019], [1.6816, -3.7560, -0.1479], [7.3786, -0.7512, 5.2672], [0.5441, 3.7802, 4.2318], [-10.5356, 1.6589, -2.9679], [-7.8718, -2.2784, -4.1404], [-2.9434, 3.1679, -1.4134], [-0.2304, 4.4206, 2.2909], [-0.3966, 0.7505, -1.0272], [-4.4698, -3.2491, 0.1012], [-1.6866, 2.3416, -2.2800], [-7.3152, 0.4108, -9.4003], [-7.7548, 2.8703, -3.0511], [-11.7247, -0.4010, -3.7318], [-7.9944, 4.6160, -4.8242], [-10.3608, -2.4080, -4.3322], [-0.6526, -1.5168, -0.6858], [3.4401, -3.0841, 5.0107], [-12.7157, -7.9248, -2.9994], [2.9862, 2.4299, 3.3787], [-0.2245, -0.6050, 3.3691], [-9.7738, -3.0837, -9.8175], [-6.8506, -0.1410, -3.3473], [-2.2206, -3.4156, -0.7954], [2.0511, 3.0027, 0.9168], [-2.8229, -5.0132, 1.2698], [-10.6235, -4.2762, -5.5060], [-5.9272, 3.1290, -1.3679], [4.6807, -2.3279, -0.4615], [8.4882, 1.3168, -2.8339], [12.6366, 0.2492, 0.0645], [2.5498, -4.6761, 4.5115], [14.7864, 1.1938, 0.9170], [1.3932, -2.7221, 6.8580], [0.4242, -4.1011, 6.0083], [-0.7305, -4.1250, 0.1482], [-4.6230, 6.6337, -3.0938], [1.5801, -1.5384, 4.2409], [-2.3244, -3.6779, 2.5025], [3.3580, 0.6781, 4.7959], [-7.8532, -2.5573, 2.1013], [-5.4438, -3.7714, 2.9129], [0.9642, 2.0086, -0.6900], [-12.8871, -5.5319, -2.3026], [12.5424, 5.9287, 5.6780], [-4.3248, -2.1280, 1.7035], [-1.8484, 2.5852, 0.7437], [14.5038, 4.5208, 5.0366], [-6.6871, -1.8375, 0.7205], [-8.4426, 0.8414, -7.2111], [-0.8838, 3.8218, -0.4015], [10.2580, 4.4214, 2.6004], [-10.1986, -0.7609, -6.4432], [5.3545, 0.4814, 1.7067], [12.1114, 2.9358, 1.8271], [0.0582, -1.3662, 5.3994], [-1.7075, -1.5715, 2.7051], [3.1786, -3.8649, 2.2513], [-1.9545, -1.0200, 0.5871], [8.1323, 0.7102, 2.0179], [-11.4270, -8.4709, -5.0706], [5.6582, 0.9748, -3.1471], [-8.2559, -2.7928, 0.2524], [15.3822, 3.5414, 0.2981], [-10.3599, -6.6106, -6.3550]],
  "mulliken_charge": [0.609, -0.256, -0.555, -0.392, 0.253, -0.509, -0.518, -0.520, 0.787, 0.892, -0.320, -0.587, -0.549, -0.349, 0.742, -0.456, -0.456, -0.845, -0.477, -0.492, -0.447, -0.595, -0.444, -0.297, -0.671, -0.364, -0.461, -0.452, -0.248, 0.381, -0.398, -0.382, -0.420, -0.351, -0.447, -0.611, -0.157, -0.135, 0.178, -0.141, 0.083, -0.639, -0.469, -0.448, -0.447, -0.542, 0.061, -0.571, -0.404, 0.082, -0.265, -0.464, 0.288, -0.364, -0.421, -0.523, -0.351, -0.685, -0.161, -0.237, -0.423, -0.152, -0.191, -0.291, -0.172, -0.265, -0.682, -0.168, -0.243, -0.367, -0.270, -0.120, -0.081, -0.240, -0.463, -0.234, -0.536, -1.723, 0.298, -0.245, 0.422, 0.274, 0.363, -0.153, 0.298, 0.361, 0.393, 0.376, 0.517, 0.358, 0.378, 0.366, 0.372, 0.344, 0.168, 0.443, 0.239, 0.401, 0.435, 0.229, 0.458, 0.355, 0.342, 0.247, 0.363, 0.448, 0.415, 0.391, 0.517, 0.270, 0.024, 0.348, -0.100, 0.140, 0.369, 0.509, 0.362, 0.143, 0.336, 0.334, 0.383, 0.390, 0.313, 0.353, 0.098, 0.391, 0.292, 0.290, 0.159, 0.338, -0.039, 0.041, 0.954, 0.272, 0.311, 0.197, 0.354, 0.354, 0.212, 0.191, 0.366, 0.213, 0.430, 0.267, 0.407, 0.533, 0.000, 0.303, 0.234, 0.334, 0.314, 0.345, 0.310, 0.368, 0.356, 0.271, 0.401, 0.343],
  "energy_ev": -105864.866,
  "fmax_ha_per_bohr": 0.177,
  "charge": 1
}